# 1
Below is C15H23N5O3 as an isolated structure, with properties calculated with wB97M-V/def2-TZVPD.

Structure (XYZ):
```
46
C15H23N5O3, DFT wB97M-V/def2-TZVPD
C 1.9588 6.1828 -1.4601
C 2.2317 4.9942 -0.4342
C 1.0227 4.1749 -0.0178
H 0.2637 4.9593 0.2524
H 0.6828 3.8031 -1.2348
C 1.2677 3.3389 0.8837
N 2.0697 2.4211 0.3995
C 2.0851 1.1856 -0.4769
N 3.2212 0.5806 -0.6474
N 3.9756 1.1715 0.1002
N 3.6080 2.1975 0.9566
N 0.9701 1.0374 -1.0432
H -0.0186 1.3687 -0.8397
C 0.5699 -0.2862 -1.6031
C -0.1233 -1.2701 -0.8961
C -0.0043 -1.1950 0.5382
C -0.7815 -2.1605 1.2342
C -1.7524 -2.8733 0.7951
C -1.9461 -2.9679 -0.4836
C -1.3040 -1.8922 -1.2746
H -1.3862 -1.8805 -2.4624
O -3.0396 -3.4221 -0.8731
C -3.3995 -3.4590 -2.2365
H -4.3365 -4.0074 -2.3657
H -2.3549 -3.9398 -2.9897
H -3.7403 -2.5327 -2.5866
O -2.5329 -3.7610 1.4521
C -2.3393 -5.2334 1.4476
H -1.4360 -5.4037 1.3238
H -2.9554 -5.3630 0.3452
H -2.8995 -5.7035 2.1815
O -0.1556 -2.1704 2.5688
C -0.7977 -3.0336 3.6700
H -0.5801 -4.0279 3.2647
H -1.8749 -2.8517 3.6721
H -0.2480 -2.7812 4.7517
H 0.9867 -0.8773 0.9039
H 1.3698 -0.5576 -1.7841
H 0.0583 -0.0902 -2.5983
H 0.4170 2.9058 1.4002
H 1.6045 3.7115 1.8311
H 3.0112 4.6674 -0.6393
H 2.7029 5.7066 0.4326
H 1.6437 5.7986 -2.5418
H 1.4269 6.9296 -1.1466
H 2.8586 6.6063 -1.7700
```

Electronic energy ... -29501.539 eV
2S+1 ... 1
Lowest unoccupied orbital energy ... 0.4131 eV
HOMO energy ... -8.247 eV
Energy relative to the best compared isomer or geometry (same formula, charge and spin) ... 495.62 kcal per mole
Max |F| ... 0.35096 Eh/bohr
Orbital gap ... 8.7 eV
Charge ... 0

# 2
Below is C19H33N7SSiTi as an isolated structure, with properties calculated with wB97M-V/def2-TZVPD.

Structure (XYZ):
```
62
C19H33N7SSiTi, DFT wB97M-V/def2-TZVPD
Ti 0.0533 -0.7589 -0.3955
C -0.5288 -1.4387 2.5844
C 0.9872 -1.4296 2.3423
N 1.3009 -1.9222 0.9828
C 1.1641 -3.3852 0.7851
C -0.2574 -3.7562 0.3486
N -0.8207 -2.7253 -0.5537
C -2.2619 -2.4815 -0.3666
C -2.4800 -1.8054 1.0116
N -1.3006 -0.9887 1.3921
H -0.8596 -2.4478 2.8270
H -0.7550 -0.8137 3.4483
H 1.3609 -0.4133 2.4153
H 1.4716 -2.0447 3.1072
H 2.2377 -1.6318 0.7073
H 1.8671 -3.6833 0.0095
H 1.4237 -3.9198 1.7030
H -0.2376 -4.7211 -0.1572
H -0.9133 -3.8526 1.2140
H -0.5601 -2.9745 -1.5211
H -2.5946 -1.8269 -1.1702
H -2.8481 -3.4017 -0.4211
H -3.3764 -1.1877 0.9825
H -2.6511 -2.5612 1.7778
H -1.5204 -0.0011 1.4862
C 2.0036 0.6427 -3.8394
C 1.0077 0.2390 -2.7984
N 1.2730 -0.7153 -1.8635
N 2.5217 -1.3524 -1.8332
C 2.4985 -2.6058 -2.1986
N 3.6959 -3.2723 -1.9716
S 1.2026 -3.5251 -2.8917
C -0.2530 0.8112 -2.6854
C -0.7378 1.8249 -3.5618
C -1.9806 2.3349 -3.4126
C -2.8081 1.8448 -2.3520
C -2.3280 0.8947 -1.5271
N -1.0715 0.3381 -1.6426
H 2.9215 0.0770 -3.7020
H 2.2417 1.7065 -3.7698
H 1.6282 0.4415 -4.8450
H 4.4935 -2.6588 -1.8838
H 3.8327 -4.0689 -2.5727
H -0.0895 2.1742 -4.3535
H -2.3454 3.1019 -4.0824
H -3.8047 2.2326 -2.1922
H -2.9349 0.5336 -0.7036
C -0.0503 5.0223 1.2118
Si 0.1413 3.5002 2.2572
C 1.5441 3.7132 3.4587
C -1.4447 3.1962 3.1968
C 0.4357 2.0361 1.2165
C 0.6014 1.0317 0.5284
H -0.1753 5.9097 1.8386
H -0.9253 4.9307 0.5631
H 0.8230 5.1736 0.5726
H 1.4183 4.6241 4.0504
H 2.4997 3.7774 2.9324
H 1.5967 2.8638 4.1449
H -1.6933 4.0393 3.8481
H -1.3625 2.3027 3.8227
H -2.2768 3.0535 2.5013
```

Electronic energy ... -72497.674 eV
2S+1 ... 1
Lowest unoccupied orbital energy (alpha / beta) ... 0.1856 / 0.1807 eV
HOMO energy (alpha / beta) ... -5.783 / -5.820 eV
Max |F| ... 0.01608 Eh/bohr
Orbital gap (alpha / beta) ... 6.0 / 6.0 eV
Charge ... 0

# 3
Below is C40H56Br36NO3PSSi as an isolated structure, with properties calculated with wB97M-V/def2-TZVPD.

Structure (XYZ):
```
139
C40H56Br36NO3PSSi, DFT wB97M-V/def2-TZVPD
C -3.2463 2.9293 -3.5821
C -2.9855 1.7409 -2.4435
C -1.7106 0.7510 -2.8421
C -2.0586 -0.8484 -2.7552
C -1.0290 -1.7945 -3.6699
C 0.4836 -1.8586 -2.9592
C 1.7034 -1.8953 -4.0722
C 2.9681 -2.7069 -3.4115
C 4.1998 -1.7561 -2.8877
C 3.7373 -0.3133 -2.2549
C 4.5174 0.0647 -0.8405
C 3.9282 -0.7321 0.4713
C 3.1327 -2.1770 0.4435
C 2.5788 -2.9080 1.8339
C 2.8381 -2.2429 3.3286
C 2.3596 -2.8914 4.7573
C 2.3919 -4.5306 4.8202
O 1.3089 -5.1462 5.6024
Si -0.2158 -5.1807 4.7295
C -1.3034 -6.5781 5.5753
C -1.2233 -3.5234 4.9334
C -0.0811 -5.6406 2.8651
C 3.6254 -0.7988 3.3550
C 4.1454 -0.0384 1.9587
N 4.8348 1.3099 1.9831
C 4.0878 2.3250 2.8413
C 3.7409 3.8299 2.2473
C 2.9161 4.8728 3.2299
C 2.4588 4.5121 4.7858
C 2.7973 3.0217 5.3784
P 2.3196 2.4101 7.1601
O 1.0108 3.4999 7.6584
O 1.5052 0.8353 7.0618
C 3.5903 1.9737 4.3993
S 3.9933 0.1881 4.9500
H -2.2492 3.2775 -4.1132
H -4.0633 2.5723 -4.3655
H -3.7002 3.9205 -3.0965
H -3.9832 1.1576 -2.2405
H -2.7458 2.3294 -1.4339
H -1.3109 1.1092 -3.8865
H -0.8699 0.9781 -2.0291
H -2.0229 -1.1615 -1.6235
H -3.1357 -1.0190 -3.1890
H -1.4099 -2.9006 -3.7631
H -0.8674 -1.2437 -4.6909
H 0.5195 -0.8927 -2.2596
H 0.5593 -2.7787 -2.2155
H 2.0575 -0.8396 -4.4354
H 1.3039 -2.5580 -4.9705
H 3.4230 -3.3891 -4.2791
H 2.5907 -3.4826 -2.5890
H 5.0173 -1.6048 -3.7426
H 4.7575 -2.3472 -2.0192
H 4.0548 0.5254 -3.0431
H 2.5847 -0.2332 -2.0106
H 4.3519 1.2381 -0.6945
H 5.6851 -0.0856 -0.9097
H 2.9115 -2.7192 -0.5707
H 1.9925 -3.9172 1.7512
H 3.1418 -2.5072 5.5727
H 1.3326 -2.4055 5.0551
H 2.4950 -4.9512 3.7333
H 3.4066 -4.8194 5.3790
H -1.0274 -7.5754 5.0284
H -1.0843 -6.6122 6.7386
H -2.4359 -6.3281 5.4101
H -0.7000 -2.8315 5.7396
H -1.3467 -2.9404 3.9131
H -2.3040 -3.7959 5.3026
H -0.7778 -6.5694 2.6328
H 0.9914 -5.9311 2.4946
H -0.4837 -4.7239 2.2279
H 5.7627 1.1196 2.4643
H 4.0633 4.0692 1.1432
H 2.6535 5.9267 2.7658
H 1.8647 5.2578 5.4900
H 0.3607 3.4292 6.8797
H 0.6115 0.9943 6.6030
C 0.5668 2.0618 -7.0291
Br -1.1010 3.0432 -7.2282
Br 1.0515 1.8300 -5.1594
Br 0.5273 0.3665 -7.9822
H 1.3524 2.6695 -7.4901
C -2.4525 2.9699 9.5717
Br -1.9532 1.6845 8.1995
Br -4.2394 3.6818 9.2807
Br -2.2488 2.2345 11.3610
H -1.7561 3.8110 9.4905
C 1.5083 -6.1075 8.8792
Br -0.3301 -6.2630 9.4959
Br 2.7387 -5.7726 10.3483
Br 2.0487 -7.6463 7.8189
H 1.5517 -5.2340 8.2203
C -0.5678 6.3783 -9.6597
Br -2.4872 6.5678 -9.4065
Br 0.3977 6.4738 -7.9736
Br -0.1247 4.7682 -10.6573
H -0.2395 7.2298 -10.2648
C -7.3642 0.9277 -3.4785
Br -7.0229 0.9797 -1.5641
Br -5.9545 -0.0065 -4.4399
Br -9.1216 0.1973 -3.8810
H -7.3599 1.9640 -3.8323
C 0.4143 9.9100 -12.3839
Br -1.2534 10.8915 -12.5830
Br 0.8990 9.6782 -10.5143
Br 0.3749 8.2147 -13.3370
H 1.2000 10.5178 -12.8449
C 3.3776 8.2462 6.5230
Br 1.4582 8.4358 6.7763
Br 4.3431 8.3418 8.2091
Br 3.8207 6.6361 5.5254
H 3.7059 9.0977 5.9179
C 6.2042 -0.2758 -6.4944
Br 4.2848 -0.0862 -6.2412
Br 7.1697 -0.1803 -4.8083
Br 6.6473 -1.8859 -7.4920
H 6.5325 0.5757 -7.0995
C -7.3807 -1.6085 -7.6802
Br -8.3639 -0.1099 -8.4362
Br -8.3186 -3.2933 -7.9377
Br -5.5551 -1.6870 -8.3472
H -7.3195 -1.4386 -6.6002
C -5.2845 3.4492 -7.4592
Br -7.0458 3.8506 -8.1809
Br -4.2267 2.3740 -8.6877
Br -4.3421 5.0605 -6.9118
H -5.4380 2.8468 -6.5578
C -3.9375 -6.4777 2.1523
Br -3.9848 -4.6122 2.7017
Br -5.6713 -7.0892 1.5167
Br -2.5301 -6.8140 0.8522
H -3.6974 -7.0673 3.0432
C -3.8624 -3.8860 10.3965
Br -2.4212 -2.7081 10.9620
Br -3.6467 -4.4587 8.5499
Br -4.0780 -5.3969 11.6025
H -4.7886 -3.3038 10.4445
```

Electronic energy ... -2599527.493 eV
2S+1 ... 1
Lowest unoccupied orbital energy ... -0.6420 eV
HOMO energy ... -8.002 eV
Energy relative to the best compared isomer or geometry (same formula, charge and spin) ... 287.23 kcal per mole
Max |F| ... 0.09594 Eh/bohr
Orbital gap ... 7.4 eV
Charge ... 0

# 4
Below is an isolated ion of composition C6H11N4 and charge +1, with properties calculated with wB97M-V/def2-TZVPD.

Structure (XYZ):
```
21
C6H11N4, DFT wB97M-V/def2-TZVPD
C 0.5965 -2.3435 -1.5787
N -0.3768 -1.2925 -1.3213
C -0.8782 -0.6096 -0.4841
N -1.5830 0.4425 -0.1634
C -2.9899 0.2329 0.1592
C -0.8833 1.5491 0.3778
C 0.3898 1.4162 0.8232
N 1.5612 1.8933 1.2548
C 1.6024 0.4945 1.0244
N 2.4215 0.0651 -0.1177
H 0.6708 -2.5120 -2.5854
H 1.4872 -1.8687 -1.2029
H 0.2197 -3.2235 -0.9737
H -3.3595 1.2319 0.4964
H -3.0792 -0.4074 1.0622
H -3.5654 -0.1884 -0.5895
H -1.5786 2.3724 0.5370
H 1.7540 2.4485 2.0437
H 1.6698 -0.2494 1.7869
H 3.2067 -0.3171 0.2452
H 2.7141 0.8659 -0.7940
```

SMILES string ... C[N+]#CN(C)/C=C1/N[C@@H]1N
Electronic energy ... -12349.924 eV
2S+1 ... 1
Lowest unoccupied orbital energy (alpha / beta) ... -4.0241 / -4.0237 eV
HOMO energy (alpha / beta) ... -12.244 / -12.244 eV
Energy relative to the best compared isomer or geometry (same formula, charge and spin) ... 104.73 kcal per mole
Max |F| ... 0.08852 Eh/bohr
Orbital gap (alpha / beta) ... 8.2 / 8.2 eV
Charge ... +1

# 5
Below is C18H9F6N5O4PdS3SeTe as an isolated structure, with properties calculated with wB97M-V/def2-TZVPD.

Structure (XYZ):
```
48
C18H9F6N5O4PdS3SeTe, DFT wB97M-V/def2-TZVPD
Pd 0.1739 0.2271 -0.0099
F 4.4117 2.8798 -2.0535
C 4.1710 2.0321 -1.0591
F 5.2800 1.3578 -0.7833
F 3.7859 2.7095 0.0126
S 2.8461 0.8419 -1.5661
O 2.3285 0.3541 -0.2817
O 3.4614 -0.1037 -2.4310
N 1.8165 1.7341 -2.3556
S 0.5755 2.4745 -1.7572
O 0.4519 2.3235 -0.2919
O -0.6096 2.2655 -2.5230
C 0.9941 4.2575 -1.9622
F 2.0094 4.5869 -1.1757
F 1.3178 4.4924 -3.2251
F -0.0700 4.9828 -1.6362
Se -5.0385 -4.9427 1.7729
N -5.1436 -3.2192 1.3571
C -3.9313 -2.8155 1.0876
C -3.6039 -1.4448 0.7079
C -4.5360 -0.4099 0.6241
C -4.1052 0.8518 0.2735
C -2.7541 1.0674 0.0170
N -1.8714 0.0840 0.0977
C -2.2747 -1.1546 0.4332
C -1.2324 -2.1598 0.5315
N 0.0237 -1.7472 0.2654
C 1.0397 -2.5929 0.3701
C 0.8407 -3.9164 0.7446
C -0.4359 -4.3592 1.0207
C -1.5024 -3.4675 0.9119
C -2.8925 -3.8144 1.1903
N -3.2791 -5.0112 1.5411
H -5.5761 -0.6139 0.8395
H -4.7959 1.6791 0.2014
H -2.3661 2.0398 -0.2536
H 2.0208 -2.1890 0.1604
H 1.6923 -4.5754 0.8262
H -0.6273 -5.3796 1.3240
Te 0.3862 0.6916 2.9416
C -0.4275 -0.5163 4.4508
C -1.3844 -1.4937 4.3650
C -1.6937 -2.1014 5.6143
C -0.9675 -1.5763 6.6383
S 0.0921 -0.3518 6.0795
H -1.8558 -1.7655 3.4283
H -2.4243 -2.8884 5.7436
H -1.0036 -1.8445 7.6819
```

Electronic energy ... -159380.410 eV
2S+1 ... 1
Lowest unoccupied orbital energy (alpha / beta) ... -1.7248 / -1.7250 eV
HOMO energy (alpha / beta) ... -6.257 / -6.260 eV
Energy relative to the best compared isomer or geometry (same formula, charge and spin) ... 35.38 kcal per mole
Max |F| ... 0.01684 Eh/bohr
Orbital gap (alpha / beta) ... 4.5 / 4.5 eV
Charge ... 0

# 6
Below is the molecule H3N3O3, with properties calculated with wB97M-V/def2-TZVPD.

Structure (XYZ):
```
9
H3N3O3, DFT wB97M-V/def2-TZVPD
N -1.2964 -0.5436 -0.1735
N -0.1526 0.2505 -0.1776
O -0.2643 1.5700 0.1521
N 1.0568 -0.3203 0.1776
O 1.1275 -1.5170 0.1130
O 1.9793 0.4498 0.4164
H -1.4706 -0.7199 0.7904
H -1.1511 -1.3431 -0.6471
H 0.1715 2.1736 -0.6512
```

SMILES string ... NN(O)[N+](=O)[O-]
Electronic energy ... -10655.029 eV
2S+1 ... 1
Lowest unoccupied orbital energy ... 0.4554 eV
HOMO energy ... -10.303 eV
Energy relative to the best compared isomer or geometry (same formula, charge and spin) ... 109.90 kcal per mole
Max |F| ... 0.09883 Eh/bohr
Orbital gap ... 10.8 eV
Charge ... 0

Q: What is the formula in the first record?
A: C15H23N5O3

Q: What is the formula in the sixth record?
A: H3N3O3